Formula: C71H92BrN10O2S2
Source: the Open Molecules 2025 dataset
Level of theory: the ωB97M-V functional and the def2-TZVPD basis

Atoms and positions in Å:
C 3.836 -2.108 6.416
C 4.393 -3.472 5.973
C 3.456 -4.190 4.974
C 4.042 -4.160 3.547
C 4.035 -2.725 2.983
C 3.850 -2.691 1.435
C 2.710 -1.770 1.004
C 1.384 -2.522 0.951
N 0.413 -1.945 0.011
C -0.786 -2.822 0.004
C -1.903 -2.320 0.929
C -3.059 -1.699 0.131
C -3.654 -0.387 0.641
C -2.663 0.681 1.073
C -3.369 2.030 1.201
C -3.745 2.661 -0.141
C -2.619 2.623 -1.166
C 0.957 -1.928 -1.321
S 1.404 -3.247 -2.170
S 1.134 -0.397 -2.063
C 0.985 0.808 -0.705
C 2.326 1.280 -0.150
C 2.988 2.425 -0.914
N 2.906 2.276 -2.372
C 2.880 3.654 -2.917
C 1.488 4.274 -2.957
C 1.260 5.027 -4.279
Br 1.337 5.628 -1.518
C 4.112 1.635 -2.966
C 4.715 0.538 -2.035
O 4.064 -0.514 -1.908
O 5.780 0.843 -1.500
C 3.747 1.005 -4.300
C 2.610 1.351 -5.018
C 2.299 0.722 -6.215
C 3.109 -0.273 -6.735
C 4.264 -0.604 -6.042
C 4.573 0.025 -4.845
H 4.344 -1.279 5.938
H 2.788 -2.023 6.156
H 3.903 -1.996 7.495
H 4.526 -4.138 6.818
H 5.336 -3.309 5.468
H 3.347 -5.241 5.230
H 2.498 -3.690 4.903
H 3.412 -4.792 2.929
H 5.075 -4.491 3.568
H 4.981 -2.246 3.204
H 3.218 -2.163 3.425
H 3.694 -3.693 1.055
H 4.766 -2.299 1.010
H 2.626 -0.942 1.700
H 2.984 -1.368 0.033
H 0.922 -2.458 1.938
H 1.563 -3.583 0.767
H -0.494 -3.838 0.263
H -1.196 -2.882 -0.994
H -2.304 -3.198 1.428
H -1.506 -1.676 1.704
H -2.811 -1.564 -0.917
H -3.865 -2.424 0.151
H -4.194 0.040 -0.204
H -4.409 -0.539 1.407
H -2.287 0.413 2.058
H -1.802 0.710 0.416
H -2.742 2.707 1.773
H -4.298 1.843 1.732
H -4.068 3.683 0.011
H -4.601 2.125 -0.544
H -1.691 2.933 -0.693
H -2.814 3.249 -2.028
H -2.459 1.603 -1.503
H 0.315 1.613 -0.982
H 0.491 0.245 0.078
H 3.018 0.458 -0.077
H 2.169 1.633 0.871
H 4.000 2.589 -0.545
H 2.440 3.333 -0.671
H 3.269 3.628 -3.926
H 3.548 4.292 -2.338
H 0.715 3.530 -2.850
H 2.206 5.347 -4.697
H 0.685 4.432 -4.975
H 0.709 5.940 -4.088
H 4.894 2.378 -3.115
H 1.934 2.104 -4.655
H 1.399 0.995 -6.748
H 2.874 -0.788 -7.649
H 4.920 -1.377 -6.406
H 5.472 -0.271 -4.332
N -2.198 5.817 4.744
C -3.199 6.682 4.884
C -3.294 7.870 4.174
C -2.291 8.177 3.268
C -1.243 7.286 3.108
C -1.245 6.124 3.867
H -3.961 6.406 5.605
H -4.134 8.534 4.327
H -2.327 9.095 2.696
H -0.438 7.484 2.414
H -0.444 5.399 3.769
N 1.927 -0.583 -10.255
C 2.530 -0.576 -11.440
C 2.012 -1.192 -12.570
C 0.801 -1.855 -12.460
C 0.161 -1.873 -11.231
C 0.765 -1.222 -10.165
H 3.478 -0.049 -11.481
H 2.546 -1.152 -13.510
H 0.363 -2.350 -13.317
H -0.785 -2.380 -11.099
H 0.298 -1.209 -9.185
N -0.728 1.763 -6.474
C -1.205 1.054 -5.454
C -2.065 -0.023 -5.606
C -2.451 -0.380 -6.886
C -1.965 0.349 -7.960
C -1.108 1.407 -7.699
H -0.877 1.361 -4.467
H -2.415 -0.567 -4.739
H -3.122 -1.215 -7.047
H -2.245 0.105 -8.975
H -0.702 2.003 -8.510
N -5.133 0.923 -9.762
C -5.775 -0.015 -10.454
C -6.974 -0.585 -10.054
C -7.538 -0.159 -8.863
C -6.884 0.816 -8.129
C -5.690 1.323 -8.620
H -5.299 -0.323 -11.379
H -7.450 -1.344 -10.661
H -8.473 -0.579 -8.514
H -7.287 1.178 -7.193
H -5.145 2.087 -8.076
N 3.303 -5.857 8.750
C 2.875 -7.056 9.141
C 2.598 -7.384 10.460
C 2.779 -6.413 11.430
C 3.225 -5.160 11.043
C 3.468 -4.935 9.696
H 2.750 -7.791 8.353
H 2.251 -8.375 10.716
H 2.576 -6.628 12.472
H 3.380 -4.371 11.765
H 3.814 -3.967 9.349
N 6.879 -8.764 5.361
C 5.729 -8.141 5.611
C 5.450 -7.486 6.802
C 6.422 -7.477 7.788
C 7.625 -8.120 7.545
C 7.802 -8.744 6.319
H 4.995 -8.172 4.813
H 4.501 -6.992 6.953
H 6.242 -6.975 8.731
H 8.412 -8.137 8.287
H 8.730 -9.256 6.088
N -5.176 -3.522 1.949
C -5.942 -4.460 1.398
C -7.165 -4.856 1.917
C -7.617 -4.244 3.074
C -6.832 -3.266 3.661
C -5.624 -2.943 3.059
H -5.549 -4.915 0.494
H -7.747 -5.624 1.424
H -8.567 -4.525 3.512
H -7.145 -2.762 4.565
H -4.979 -2.181 3.483
N -5.203 11.398 4.717
C -6.159 12.129 5.284
C -6.034 12.724 6.530
C -4.851 12.546 7.229
C -3.846 11.786 6.654
C -4.072 11.239 5.400
H -7.070 12.240 4.706
H -6.845 13.309 6.941
H -4.715 12.992 8.205
H -2.907 11.620 7.163
H -3.311 10.641 4.911

Its HOMO energy is -4.54 eV. Its charge is -1. The calculated total energy is -185827.636 eV. The HOMO-LUMO gap comes out at 6.33 eV.

=====

Formula: C72H109BCsN6O2P2SbSi3
Source: the Open Molecules 2025 dataset
Level of theory: the ωB97M-V functional and the def2-TZVPD basis

Atoms and positions in Å:
Cs 2.344 0.207 -0.399
O 8.664 1.380 -0.430
C 7.933 1.668 -1.513
C 8.570 2.268 -2.602
C 7.858 2.632 -3.731
C 6.489 2.400 -3.802
C 5.855 1.775 -2.745
C 6.548 1.392 -1.598
C 5.780 0.658 -0.542
O 4.679 0.141 -0.852
N 6.423 0.551 0.628
N 5.947 -0.081 1.717
C 4.698 -0.221 1.985
C 4.277 -0.898 3.196
C 5.189 -1.313 4.181
C 4.726 -1.968 5.297
C 3.357 -2.201 5.425
C 2.534 -1.748 4.409
N 2.960 -1.119 3.321
H 7.975 1.025 0.247
H 9.633 2.465 -2.529
H 8.374 3.111 -4.555
H 5.922 2.692 -4.678
H 4.789 1.582 -2.787
H 3.889 0.156 1.364
H 6.237 -1.092 4.031
H 5.411 -2.295 6.071
H 2.948 -2.708 6.288
H 1.459 -1.898 4.471
C -0.322 4.305 0.146
C 0.266 4.070 -1.244
C 0.180 5.365 -2.049
P 1.945 3.211 -1.162
C 3.046 4.465 -0.300
C 4.515 4.227 -0.656
C 2.895 4.287 1.216
C 2.413 3.393 -2.918
C 2.866 4.599 -3.449
C 3.109 4.768 -4.802
C 2.879 3.690 -5.655
C 2.451 2.481 -5.157
C 2.218 2.271 -3.769
N 1.926 1.038 -3.285
C 1.078 0.217 -3.957
C -0.127 0.765 -4.489
C -1.126 0.001 -5.040
C -0.978 -1.382 -5.130
C 0.207 -1.936 -4.684
C 1.247 -1.196 -4.102
P 2.742 -2.245 -3.848
C 2.870 -2.398 -1.975
C 3.828 -3.525 -1.582
C 1.482 -2.695 -1.410
C 4.107 -1.038 -4.253
C 4.113 -0.852 -5.773
C 5.476 -1.490 -3.756
H -1.363 4.620 0.056
H 0.218 5.108 0.657
H -0.320 3.407 0.767
H -0.341 3.314 -1.758
H 0.802 6.147 -1.604
H -0.854 5.722 -2.042
H 0.484 5.227 -3.086
H 2.753 5.485 -0.571
H 4.799 3.206 -0.391
H 5.154 4.906 -0.083
H 4.726 4.363 -1.715
H 3.310 3.319 1.512
H 1.860 4.332 1.548
H 3.455 5.063 1.746
H 3.020 5.444 -2.788
H 3.449 5.720 -5.193
H 3.042 3.802 -6.722
H 2.302 1.643 -5.828
H -0.249 1.840 -4.418
H -2.035 0.476 -5.396
H -1.748 -2.004 -5.570
H 0.359 -3.004 -4.805
H 3.260 -1.458 -1.587
H 3.542 -4.462 -2.067
H 3.805 -3.676 -0.498
H 4.853 -3.295 -1.867
H 1.146 -3.671 -1.765
H 0.751 -1.955 -1.740
H 1.494 -2.723 -0.316
H 3.842 -0.095 -3.776
H 4.498 -1.748 -6.269
H 4.740 -0.001 -6.052
H 3.102 -0.666 -6.145
H 5.677 -2.534 -4.021
H 5.552 -1.379 -2.675
H 6.259 -0.870 -4.199
C -0.435 1.357 5.487
C 0.408 2.305 4.624
C 0.791 1.669 3.288
C -0.254 3.658 4.432
C 0.514 4.782 4.719
C 0.000 6.064 4.636
C -1.320 6.232 4.261
C -2.121 5.141 3.949
C -3.546 5.390 3.494
C -3.585 6.283 2.250
C -4.396 5.992 4.617
C -1.597 3.836 4.030
N -2.464 2.739 3.785
B -2.602 1.819 2.640
N -3.784 1.042 3.048
C -4.252 1.492 4.296
C -3.487 2.507 4.718
C -4.580 0.022 2.451
C -5.699 0.343 1.640
C -6.652 -0.641 1.392
C -6.508 -1.934 1.856
C -5.342 -2.274 2.513
C -4.362 -1.329 2.805
C -3.098 -1.867 3.469
C -1.841 -1.565 2.646
C -2.934 -1.431 4.928
C -5.969 1.690 0.978
C -6.228 2.821 1.977
C -4.880 2.068 -0.032
H 0.166 0.485 5.762
H -1.312 1.012 4.944
H -0.765 1.851 6.404
H 1.340 2.487 5.170
H -0.089 1.625 2.635
H 1.191 0.664 3.439
H 1.557 2.274 2.796
H 1.550 4.643 5.011
H 0.624 6.921 4.859
H -1.732 7.234 4.206
H -3.983 4.435 3.217
H -3.210 7.286 2.467
H -4.612 6.374 1.886
H -2.973 5.852 1.456
H -3.992 6.954 4.940
H -4.425 5.326 5.481
H -5.423 6.147 4.276
H -5.115 1.054 4.779
H -3.549 3.052 5.651
H -7.535 -0.378 0.819
H -7.278 -2.673 1.667
H -5.180 -3.303 2.816
H -3.214 -2.958 3.480
H -1.651 -0.492 2.600
H -1.969 -1.927 1.623
H -0.970 -2.063 3.085
H -2.746 -0.362 4.998
H -2.092 -1.959 5.383
H -3.836 -1.658 5.503
H -6.894 1.550 0.407
H -5.331 3.034 2.554
H -7.028 2.555 2.673
H -6.521 3.730 1.445
H -3.904 2.157 0.460
H -5.126 3.021 -0.512
H -4.792 1.301 -0.806
C -5.389 -4.181 -1.820
Si -3.662 -3.670 -2.414
C -3.568 -4.153 -4.247
C -3.440 -1.807 -2.272
Sb -1.712 -4.565 -0.991
Si -0.823 -6.383 -2.586
C -2.148 -7.487 -3.403
C 0.320 -7.502 -1.560
C 0.239 -5.715 -4.000
Si -2.767 -6.264 0.639
C -1.407 -6.465 1.947
C -4.299 -5.650 1.575
C -3.190 -8.033 0.074
H -6.156 -3.687 -2.421
H -5.536 -3.888 -0.780
H -5.538 -5.262 -1.894
H -4.059 -5.107 -4.452
H -2.531 -4.231 -4.581
H -4.051 -3.386 -4.857
H -4.241 -1.263 -2.780
H -2.491 -1.509 -2.726
H -3.432 -1.485 -1.228
H -3.086 -7.477 -2.844
H -1.806 -8.523 -3.471
H -2.355 -7.130 -4.414
H -0.237 -8.159 -0.890
H 0.992 -6.898 -0.946
H 0.935 -8.127 -2.212
H -0.369 -5.193 -4.742
H 0.750 -6.536 -4.510
H 1.004 -5.017 -3.653
H -1.089 -5.489 2.323
H -0.528 -6.955 1.521
H -1.750 -7.059 2.798
H -4.066 -4.738 2.128
H -4.630 -6.399 2.298
H -5.134 -5.434 0.905
H -2.397 -8.452 -0.548
H -4.118 -8.068 -0.503
H -3.309 -8.681 0.945

Its HOMO energy is -0.68 eV. Its charge is -2. The calculated total energy is -139445.886 eV. The HOMO-LUMO gap comes out at 4.05 eV.